{"formula": "C48H96O41S2", "method": "ωB97M-V with the def2-TZVPD basis set", "fmax_ev_per_a": 4.1, "homo_ev": -10.4, "relative_energy_kcal_mol": 0.0, "energy_ha": -5767.62420, "e_lumo_ev": 0.094, "elements": ["C", "C", "O", "C", "O", "O", "C", "H", "H", "H", "H", "H", "H", "H", "H", "C", "C", "O", "C", "O", "O", "C", "H", "H", "H", "H", "H", "H", "H", "H", "C", "C", "O", "C", "O", "O", "C", "H", "H", "H", "H", "H", "H", "H", "H", "C", "C", "O", "C", "O", "O", "C", "H", "H", "H", "H", "H", "H", "H", "H", "C", "C", "O", "C", "O", "O", "C", "H", "H", "H", "H", "H", "H", "H", "H", "C", "C", "O", "C", "O", "O", "C", "H", "H", "H", "H", "H", "H", "H", "H", "C", "C", "O", "C", "O", "O", "C", "H", "H", "H", "H", "H", "H", "H", "H", "C", "C", "O", "C", "O", "O", "C", "H", "H", "H", "H", "H", "H", "H", "H", "C", "C", "O", "C", "O", "O", "C", "H", "H", "H", "H", "H", "H", "H", "H", "C", "C", "O", "C", "O", "O", "C", "H", "H", "H", "H", "H", "H", "H", "H", "C", "C", "O", "C", "O", "O", "C", "H", "H", "H", "H", "H", "H", "H", "H", "C", "C", "O", "S", "O", "O", "O", "H", "H", "H", "H", "C", "C", "O", "S", "O", "O", "O", "H", "H", "H", "H"], "xyz": [[-0.1186, -8.0650, 0.0430], [-1.2274, -8.1784, -0.9000], [-1.8948, -6.8828, -1.0655], [-1.2611, -5.9938, -1.8190], [-0.7305, -6.1865, -2.9068], [-1.2699, -4.8873, -1.1546], [-0.4293, -3.7621, -1.5333], [0.5604, -7.2729, -0.2719], [0.2621, -9.0627, 0.2668], [-0.4676, -7.8052, 1.0453], [-2.0791, -8.7250, -0.4947], [-0.9636, -8.5900, -1.8738], [0.5828, -4.0446, -1.2387], [-0.6549, -2.9072, -0.9002], [-0.4732, -3.6512, -2.6148], [-7.8874, 2.3588, 2.2642], [-7.6085, 1.2913, 1.1720], [-6.4719, 0.5355, 1.5715], [-5.2086, 0.9453, 1.2810], [-4.9051, 1.9790, 0.7252], [-4.3162, 0.0841, 1.8451], [-2.9728, 0.6164, 1.9703], [-6.9943, 2.8775, 2.6145], [-8.2245, 1.7995, 3.1399], [-8.6751, 3.0989, 2.1256], [-7.3633, 1.7645, 0.2225], [-8.5063, 0.6921, 1.3053], [-2.3238, -0.1284, 2.4197], [-2.9887, 1.5340, 2.5604], [-2.6021, 0.9746, 1.0093], [-3.8249, 4.9861, 0.2760], [-2.6188, 4.1672, 0.7842], [-2.6394, 4.2889, 2.1799], [-1.5827, 3.8845, 2.9207], [-1.6435, 3.7287, 4.1280], [-0.4475, 3.9343, 2.2095], [0.8293, 3.6801, 2.8159], [-4.0862, 4.6963, -0.7441], [-3.6327, 6.0454, 0.4341], [-4.7509, 4.6144, 0.7182], [-1.7693, 4.6606, 0.3135], [-2.8286, 3.1609, 0.4222], [1.1032, 4.3514, 3.6288], [1.5450, 3.9123, 2.0282], [0.8802, 2.6208, 3.0624], [7.7244, -4.7842, 3.3133], [7.5828, -3.6392, 4.3665], [6.5455, -2.7442, 3.9550], [5.7819, -2.2139, 4.8946], [6.0169, -2.2582, 6.0824], [4.8143, -1.4388, 4.4045], [4.6505, -1.3611, 3.0115], [8.6543, -5.3384, 3.4261], [7.6623, -4.4710, 2.2687], [6.8373, -5.4180, 3.3407], [8.4579, -3.0245, 4.5694], [7.2481, -4.1601, 5.2627], [5.0546, -2.1461, 2.3758], [5.2664, -0.4758, 2.8286], [3.6066, -1.1975, 2.7488], [-2.5778, 4.5659, -3.6597], [-2.8984, 3.0442, -3.6099], [-3.7934, 2.7648, -4.7225], [-5.0614, 3.1145, -4.6773], [-5.5670, 3.7045, -3.7328], [-5.6798, 2.9718, -5.8538], [-7.0657, 2.7882, -5.7828], [-3.2391, 5.2477, -3.1260], [-2.3727, 4.9928, -4.6429], [-1.6238, 4.8755, -3.2222], [-3.4731, 2.8221, -2.7100], [-2.0063, 2.4221, -3.5852], [-7.5832, 3.6447, -5.3506], [-7.3231, 1.8650, -5.2618], [-7.5660, 2.6611, -6.7432], [0.9525, 3.5339, -1.1792], [0.8115, 2.0191, -1.2112], [0.3430, 1.5430, 0.0910], [0.5970, 0.2572, 0.3763], [1.1093, -0.5308, -0.3822], [-0.0413, -0.0305, 1.5045], [0.0128, -1.3969, 1.9709], [0.5991, 4.0143, -2.0904], [1.9229, 3.9498, -0.9095], [0.3216, 3.8925, -0.3635], [1.8230, 1.6095, -1.1661], [0.3571, 1.5531, -2.0845], [-0.1864, -1.5285, 3.0342], [1.0262, -1.7816, 1.8546], [-0.6575, -2.1112, 1.4912], [-0.6545, 2.7848, -8.5459], [-0.6622, 2.8585, -7.0242], [0.4580, 2.1263, -6.5614], [0.9878, 2.3958, -5.3870], [0.7162, 3.2890, -4.6318], [2.0163, 1.5224, -5.1518], [2.4115, 0.4323, -5.9673], [-1.4575, 3.4081, -8.9417], [-0.8183, 1.7228, -8.7296], [0.2021, 3.1628, -9.1028], [-1.5610, 2.4069, -6.6021], [-0.5975, 3.8743, -6.6315], [1.5674, -0.2556, -6.0263], [3.2579, -0.1650, -5.6268], [2.7776, 0.7125, -6.9567], [-1.7806, -0.7303, -7.3405], [-1.8313, -1.8225, -6.3109], [-2.5288, -1.4376, -5.1739], [-1.9401, -0.7718, -4.1814], [-0.7526, -0.4691, -4.0646], [-2.8475, -0.6194, -3.2198], [-2.4770, -0.1626, -1.8955], [-1.1276, 0.0591, -6.9612], [-2.8199, -0.4136, -7.4368], [-1.3016, -0.9202, -8.3006], [-0.7947, -2.1582, -6.2276], [-2.3728, -2.7116, -6.6356], [-3.3517, -0.0966, -1.2501], [-2.0516, 0.8399, -1.9073], [-1.8186, -0.9268, -1.4839], [2.5517, 7.0755, -1.9149], [3.7729, 7.3266, -1.0690], [3.9522, 8.6568, -0.6064], [4.9880, 8.9536, 0.1677], [5.6798, 8.0841, 0.6801], [4.9926, 10.2099, 0.4809], [5.8859, 10.6966, 1.5262], [2.5177, 7.7176, -2.7992], [1.7458, 7.4509, -1.2806], [2.3491, 6.1150, -2.3844], [4.6031, 6.8824, -1.6211], [3.6749, 6.7560, -0.1434], [5.6500, 10.1093, 2.4115], [5.6268, 11.7257, 1.7712], [6.9035, 10.7235, 1.1428], [4.1185, -5.7843, 2.3408], [2.9817, -4.9763, 1.7787], [1.7303, -5.0962, 2.4588], [1.4000, -4.2821, 3.4919], [1.9825, -3.2403, 3.7681], [0.3077, -4.8105, 4.0554], [-0.1413, -4.0810, 5.2418], [3.9469, -6.8472, 2.4980], [4.3289, -5.3417, 3.3179], [4.9857, -5.5135, 1.7375], [2.6193, -5.2963, 0.8020], [3.2892, -3.9311, 1.7290], [0.7206, -3.7306, 5.8068], [-0.7794, -4.7798, 5.7782], [-0.7649, -3.2224, 5.0034], [-3.7317, -3.4698, 0.5566], [-3.0510, -4.4822, 1.4813], [-2.6866, -4.0118, 2.7883], [-3.6625, -3.9352, 3.7260], [-4.8505, -4.2387, 3.5391], [-3.1349, -3.5758, 4.8454], [-3.6107, -3.9856, 6.1340], [-2.9858, -2.7369, 0.2308], [-4.4950, -2.7922, 0.9400], [-4.1635, -3.8946, -0.3489], [-2.2481, -5.1303, 1.1376], [-3.8680, -5.2095, 1.5007], [-3.3525, -3.1393, 6.7680], [-3.3194, -4.9832, 6.4529], [-4.6895, -3.8672, 6.0138], [4.3824, -1.0030, -0.4772], [4.1874, -0.9445, -2.0496], [4.2629, -2.2654, -2.5239], [4.5368, -3.4248, -1.3573], [5.9439, -3.6387, -1.2404], [3.6127, -4.5579, -1.4342], [4.0308, -2.3479, -0.2115], [3.7106, -0.3780, 0.1063], [5.4296, -0.8094, -0.2419], [4.9787, -0.3313, -2.4790], [3.1979, -0.5649, -2.3024], [1.9705, -0.1043, 5.3090], [2.5674, -0.7443, 6.5716], [1.4770, -1.3402, 7.2051], [0.1086, -0.4371, 6.9629], [-0.1899, 0.4061, 8.1369], [-0.9000, -1.2286, 6.2663], [0.8480, 0.5068, 5.8159], [1.8487, -0.9118, 4.5842], [2.5885, 0.7097, 4.9310], [3.0742, -0.0652, 7.2613], [3.3327, -1.5046, 6.4183]], "atomic_forces_ev_per_a": [[0.250, 0.027, 1.652], [-2.369, 0.236, -0.851], [0.007, -0.904, -0.011], [1.426, -0.871, -2.018], [-0.634, 0.115, 1.384], [-0.124, 2.692, 1.234], [0.530, -1.402, -0.042], [0.601, -0.550, 0.008], [0.827, 0.123, -0.673], [-0.302, 0.511, -0.123], [0.353, -0.531, -0.018], [0.076, 0.166, -0.023], [0.169, 0.003, -0.307], [-0.628, -0.039, -0.384], [-0.064, 0.520, 0.132], [0.447, -0.340, 0.979], [0.144, 2.304, 1.125], [1.469, -1.125, 0.062], [-0.322, 0.524, 1.060], [-0.373, -0.829, -0.026], [-0.609, 0.488, -0.409], [-0.410, 0.853, -0.422], [0.121, 0.103, -0.404], [0.043, -0.064, 0.109], [0.045, -0.125, -0.770], [-0.643, -0.314, -0.260], [0.429, -0.705, -1.196], [-0.381, -0.099, -0.093], [-0.150, -0.225, 0.434], [0.096, -0.544, -0.189], [-0.253, -1.070, 0.165], [-1.657, 1.260, -2.023], [0.619, -0.997, 1.352], [0.353, 1.369, 1.708], [-0.057, -0.282, -1.849], [-0.005, 0.007, -0.332], [-0.069, -0.101, -0.514], [0.748, 0.534, -0.444], [-0.430, 0.018, -0.207], [0.148, 0.431, 0.814], [0.471, -0.571, 0.314], [0.695, -0.251, 0.408], [-0.648, -0.189, 0.324], [-0.078, -0.257, -0.160], [0.154, 0.121, 0.338], [-0.455, 1.067, -0.379], [-0.200, -1.420, -0.386], [-0.355, -0.494, -0.861], [0.944, 0.977, 1.469], [-0.615, -0.307, -0.667], [-0.529, -1.468, 0.832], [0.654, 1.500, -1.177], [-0.170, -0.104, 0.259], [0.476, 0.643, 0.060], [0.238, -0.321, 0.649], [0.188, -0.337, -0.124], [0.253, 0.457, 0.328], [-0.103, -0.408, 0.592], [-0.401, 0.193, -1.025], [-0.003, 0.009, 0.342], [1.229, 0.551, 0.459], [-1.324, 2.303, 0.532], [1.083, -1.478, -1.162], [-0.554, 2.693, 1.858], [0.240, -1.225, -0.588], [1.128, -0.990, -0.660], [-1.895, -0.044, 0.218], [-0.706, -0.525, -0.260], [-0.684, -0.557, -0.455], [0.283, -0.910, 0.494], [0.095, 0.086, 0.147], [-0.172, -0.149, -0.948], [0.266, -0.070, 0.436], [0.169, 0.163, 0.430], [0.980, 0.123, -0.516], [-1.243, 0.410, 0.537], [2.759, -0.361, 0.901], [-0.548, 0.110, 0.006], [-1.655, 0.056, -1.393], [0.637, -0.050, 0.483], [-0.052, -0.504, 1.068], [1.083, -0.881, 0.059], [0.126, -0.166, -0.082], [0.304, -0.562, -0.295], [-0.313, 0.078, -0.071], [0.152, 0.019, -0.862], [-0.682, 0.129, 0.325], [-0.235, 1.042, 0.075], [0.016, 0.049, -0.242], [-0.235, 0.537, -0.578], [-0.660, -0.066, 0.370], [0.018, 1.239, -0.203], [0.196, -0.689, -0.295], [1.463, -1.083, -0.240], [-0.109, -0.415, -0.082], [0.456, 1.046, 1.319], [-0.804, -0.656, -1.161], [-0.425, -0.410, 0.120], [-0.039, 0.149, -0.769], [0.498, -0.236, 0.652], [-0.103, -0.024, -0.168], [0.020, 0.047, -0.077], [0.021, -0.031, -0.352], [-0.068, 0.614, 1.232], [-0.616, 0.472, -0.154], [-0.373, 0.875, 0.243], [1.424, -1.375, -1.986], [-0.233, 0.774, 1.274], [1.950, -0.182, 1.359], [-1.721, -0.204, -0.745], [-0.981, 0.422, 0.213], [0.375, -0.302, -0.401], [-0.433, 0.285, 0.337], [0.212, 0.592, -0.519], [-0.406, -0.818, -0.033], [-0.020, -0.031, 1.241], [-0.100, 0.173, -0.284], [-0.365, -0.280, -0.540], [0.399, -0.196, -0.172], [0.327, 0.369, 0.142], [-1.062, 2.458, -0.133], [0.798, -2.444, 0.592], [-0.711, 1.422, -1.891], [0.273, -3.242, 1.930], [0.133, 0.926, -0.695], [-0.106, 2.319, -0.204], [-0.706, -0.295, -0.380], [0.300, 0.368, 0.084], [-0.646, -0.544, -0.362], [0.465, -0.470, 0.950], [0.667, 0.709, 0.321], [0.112, -0.395, -0.134], [0.818, -0.215, -0.009], [-0.435, -0.042, -0.488], [0.078, -0.582, 0.403], [-0.105, 0.895, 0.829], [-0.846, 0.212, -0.873], [-0.546, 0.128, 1.667], [0.443, -0.046, -0.998], [-0.696, -1.211, 0.060], [0.680, 1.160, 0.497], [-0.133, -0.063, -0.284], [0.032, 0.011, -0.470], [0.096, -0.164, 0.211], [0.104, -0.613, -0.162], [0.850, 0.015, -0.288], [-0.172, 0.049, -0.035], [-0.073, -0.254, 0.135], [0.324, -0.068, 0.107], [0.207, -0.102, -0.414], [1.717, 1.616, -0.617], [-2.573, -1.117, -0.184], [-0.449, 0.420, 0.105], [-3.064, -2.008, -1.924], [2.506, 0.701, 0.380], [2.314, 0.367, 1.104], [-2.015, 1.734, -0.923], [0.181, 0.021, -0.386], [-0.168, -0.670, 0.903], [0.255, -0.470, 0.131], [0.498, 1.022, -0.441], [0.052, -0.323, 1.177], [0.572, -0.547, 0.364], [0.283, 0.152, -0.198], [-0.217, -0.756, 0.524], [0.169, -0.511, -1.807], [-0.218, 0.991, 1.430], [0.435, -2.496, -0.016], [-1.759, 1.799, -0.058], [-0.614, -0.103, -0.047], [1.827, 2.746, 0.045], [0.114, -2.212, 0.696], [-0.045, -0.010, -0.269], [-0.009, -0.088, 0.238], [-0.066, -0.139, -0.222], [0.050, 0.065, -0.006], [2.513, -0.661, 0.698], [2.035, 0.233, -0.333], [-2.840, -0.067, 0.648], [0.408, 1.266, -0.061], [0.556, -2.344, -2.932], [1.508, 1.076, 1.762], [-2.924, 0.143, 1.232], [-0.627, 0.225, -0.237], [0.152, -0.257, -0.162], [-0.407, 0.573, -0.122], [-0.393, -0.237, -0.462]], "mulliken_charge": [-0.87, -0.34, -0.35, 0.48, -0.64, 0.16, -0.29, 0.19, 0.45, 0.25, 0.27, 0.32, 0.23, -0.36, 0.43, -1.13, -0.16, -0.36, 0.42, -0.37, -0.17, 0.06, 0.26, 0.34, 0.37, 0.30, 0.28, -0.23, 0.44, -0.18, -1.29, 1.03, -0.35, 0.60, -0.63, -0.13, -0.58, 0.15, 0.43, 0.27, 0.22, -0.33, 0.39, 0.18, 0.09, -1.00, -0.38, -0.25, 0.64, -0.63, -0.18, -0.35, 0.41, 0.28, 0.17, 0.34, 0.34, 0.32, 0.62, -0.29, -1.40, 0.64, -0.18, 0.65, -0.56, -0.30, -0.74, 0.41, 0.35, 0.28, 0.20, -0.28, 0.29, 0.32, 0.28, -0.83, 0.18, 0.46, 0.36, -0.59, -0.08, -1.02, 0.00, 0.42, -0.14, -0.06, 0.35, 0.33, 0.24, 0.18, -1.32, -0.16, -0.26, 0.85, -0.56, -0.32, -0.44, 0.40, 0.22, 0.32, 0.17, 0.50, 0.07, 0.23, 0.30, -0.55, -0.46, -0.46, 0.95, -0.51, -0.59, 0.70, -0.17, 0.32, 0.47, 0.26, 0.41, 0.11, -0.27, -0.12, -1.15, -0.13, -0.26, 0.76, -0.58, -0.34, -0.62, 0.38, 0.33, 0.24, 0.32, 0.25, 0.31, 0.23, 0.28, -1.16, 0.58, -0.36, 0.46, -0.15, -0.36, -0.67, 0.26, 0.32, 0.38, 0.12, -0.21, 0.43, 0.25, 0.16, -0.72, -0.56, -0.18, 0.47, -0.64, 0.09, -1.00, -0.19, 0.48, 0.43, 0.42, 0.46, 0.26, 0.31, 0.44, -0.21, -0.03, -0.35, 1.11, -0.59, -0.51, 0.00, 0.04, 0.35, 0.31, 0.01, 0.41, -0.22, -0.35, 0.81, -0.62, -0.25, -0.37, -0.23, 0.47, 0.27, 0.04]}



{"formula": "C8H11O2P", "method": "ωB97M-V with the def2-TZVPD basis set", "fmax_ev_per_a": 4.5, "homo_ev": -8.6, "relative_energy_kcal_mol": 2.0, "energy_ha": -803.22150, "e_lumo_ev": 0.757, "elements": ["C", "C", "C", "C", "C", "C", "C", "C", "O", "O", "P", "H", "H", "H", "H", "H", "H", "H", "H", "H", "H", "H"], "xyz": [[-1.3854, -1.6236, -1.1460], [-0.3106, -1.0108, -2.0740], [-1.0078, -0.9013, 0.1724], [0.8390, -0.7126, -1.1366], [-0.1201, 0.4043, -1.4909], [0.4404, -1.1717, 0.2396], [-0.9274, 0.5945, -0.2858], [0.8058, 2.0327, 2.6488], [1.9671, 1.8561, 0.2567], [1.1116, -0.3736, 1.2424], [0.9001, 1.2465, 1.0318], [-2.3489, -1.2347, -1.4497], [-1.3904, -2.7042, -1.1014], [-0.5539, -1.1911, -3.2237], [-1.5597, -1.1569, 1.1323], [1.9056, -0.6019, -1.3168], [0.1249, 1.1614, -2.3192], [0.7072, -2.2369, 0.4218], [-1.8155, 1.1580, -0.4153], [-0.0787, 1.8717, 3.3087], [1.6069, 1.4835, 3.0238], [1.0896, 3.1107, 2.4811]], "atomic_forces_ev_per_a": [[-0.046, 0.940, 0.073], [-1.991, -0.391, -0.685], [-1.503, 0.489, 0.707], [1.261, 0.279, -1.549], [1.004, 0.128, -2.764], [1.661, -0.826, 0.315], [1.950, 0.096, 2.219], [-1.571, 1.053, -0.636], [0.820, 0.780, -0.645], [-0.230, 0.737, 0.466], [-3.524, -2.145, -1.718], [-0.465, -0.350, -0.213], [0.026, -0.259, 0.123], [1.587, 0.429, 2.589], [0.444, 0.447, -1.389], [-0.271, -0.258, -0.418], [-0.149, -0.924, 1.985], [-0.143, 0.752, 0.106], [-0.797, 0.637, 0.469], [0.597, 0.175, -0.838], [1.739, -0.555, 1.446], [-0.397, -1.231, 0.357]], "mulliken_charge": [-0.68, -0.24, -0.57, -0.50, -0.26, 0.09, -0.68, -0.92, -0.65, -0.48, 0.85, 0.41, 0.40, 0.30, 0.34, 0.41, 0.33, 0.41, 0.52, 0.31, 0.32, 0.30]}